(1)
C18H19N5O3 | the ωB97M-V functional and the def2-TZVPD basis

Each line ends with the Mulliken charge.
Positions of all 45 atoms, in Å:
C (-5.488, -1.821, -2.668)  -1.253
C (-5.620, -1.833, -1.207)  -0.563
O (-4.880, -0.856, -0.677)  -0.473
C (-3.427, -0.823, -0.573)  0.228
C (-2.616, -1.695, -0.988)  0.421
C (-1.161, -1.842, -0.812)  -1.378
C (-0.503, -0.776, -0.170)  0.168
C (-1.330, 0.400, -0.063)  -0.878
C (-2.677, 0.339, -0.140)  0.802
O (-3.613, 1.334, 0.333)  -0.231
C (-2.969, 2.339, 0.694)  -0.347
C (-4.083, 3.431, 0.976)  -1.282
H (-4.781, 3.829, 0.243)  0.373
H (-4.877, 2.888, 1.807)  0.204
H (-3.807, 4.474, 1.420)  0.319
H (-2.296, 2.890, 0.188)  0.498
H (-2.502, 2.385, 1.880)  0.271
H (-0.842, 1.212, 0.493)  0.430
C (0.803, -0.792, -0.455)  0.710
O (1.608, -1.500, -1.057)  -0.632
N (1.471, 0.053, 0.644)  -0.208
C (2.868, 0.021, 1.091)  0.177
C (3.809, -0.288, 0.161)  -0.293
C (5.165, -0.074, 0.692)  0.423
C (5.410, 0.733, 1.520)  -0.192
C (4.260, 1.044, 2.610)  -0.086
C (3.021, 0.948, 2.383)  -1.358
H (2.194, 1.003, 2.778)  0.674
H (4.621, 1.482, 3.693)  0.183
H (6.372, 0.877, 2.182)  0.190
N (6.140, -0.334, -0.380)  0.578
C (7.497, -0.415, -0.093)  -0.148
N (8.013, -0.877, -1.158)  -0.312
N (7.116, -0.682, -2.004)  -0.528
N (6.008, -0.432, -1.535)  -0.251
H (7.892, -0.647, 0.826)  0.329
H (3.592, -0.526, -0.882)  0.597
H (0.747, 0.156, 1.553)  0.276
H (-0.588, -2.739, -1.271)  0.299
H (-2.933, -2.978, -1.414)  0.103
H (-5.215, -2.879, -0.690)  0.254
H (-6.357, -1.905, -0.715)  0.762
H (-4.326, -1.876, -3.047)  0.239
H (-6.020, -2.457, -3.030)  0.621
H (-5.695, -0.790, -3.140)  0.281

For the relative energy (zero: lowest compared OMol25 entry of this formula, charge and spin), the calculation gives 1969.93 kJ/mol. The multiplicity is 1. The orbital gap comes out at 7.98 eV. The value obtained for the molar mass is 353.382 g/mol.



(2)
C33H32N6O3S2SiTi | the ωB97M-V functional and the def2-TZVPD basis

Each line ends with the Mulliken charge.
Positions of all 78 atoms, in Å:
Ti (-0.469, -0.438, 0.042)  -0.392
O (-1.144, -2.125, 0.274)  -0.232
N (-0.422, -3.158, 0.672)  -0.868
N (0.856, -2.675, 0.836)  0.882
O (1.048, -1.353, 0.663)  -0.562
C (1.900, -3.467, 1.161)  0.243
C (1.719, -4.862, 1.317)  -0.545
C (2.795, -5.664, 1.632)  -0.422
C (4.074, -5.138, 1.807)  -0.530
C (4.246, -3.763, 1.658)  -0.553
C (3.193, -2.931, 1.343)  -0.405
H (0.731, -5.274, 1.179)  0.418
H (2.633, -6.731, 1.743)  0.328
H (4.911, -5.779, 2.054)  0.353
H (5.231, -3.326, 1.790)  0.322
H (3.333, -1.866, 1.228)  0.424
S (0.724, 1.819, 0.010)  -0.319
C (0.640, 2.429, 1.642)  0.044
C (1.363, 3.573, 1.970)  -0.746
C (1.326, 4.140, 3.243)  0.296
C (2.068, 5.315, 3.514)  -0.038
N (2.666, 6.276, 3.734)  -0.649
C (0.534, 3.525, 4.236)  0.728
C (-0.188, 2.381, 3.917)  -1.045
C (-0.167, 1.810, 2.641)  0.494
S (-1.149, 0.415, 2.335)  -0.447
C (0.454, 4.063, 5.545)  -0.094
N (0.385, 4.485, 6.616)  -0.633
H (1.973, 4.033, 1.204)  0.469
H (-0.796, 1.910, 4.678)  0.458
C (-2.245, 3.719, -0.069)  -0.807
N (-2.460, 2.775, -1.166)  -0.027
C (-1.812, 3.117, -2.430)  -0.793
C (-2.455, 1.507, -0.827)  0.717
N (-2.461, 0.381, -0.540)  -0.510
H (-2.752, 4.656, -0.302)  0.321
H (-1.173, 3.890, 0.072)  0.193
H (-2.650, 3.299, 0.849)  0.371
H (-2.298, 3.997, -2.855)  0.326
H (-1.900, 2.282, -3.121)  0.268
H (-0.751, 3.316, -2.260)  0.275
C (1.880, -2.774, -4.791)  -2.009
C (1.438, -2.378, -3.382)  2.559
C (0.820, -3.597, -2.690)  -1.690
C (2.655, -1.907, -2.578)  -1.683
Si (0.162, -0.966, -3.373)  -2.484
O (-0.122, -0.449, -1.902)  2.486
C (-1.462, -1.584, -4.157)  0.927
C (-2.522, -1.838, -3.281)  -0.144
C (-3.739, -2.324, -3.736)  -0.866
C (-3.928, -2.579, -5.088)  -0.376
C (-2.886, -2.350, -5.976)  -0.844
C (-1.674, -1.863, -5.511)  -0.193
C (0.852, 0.488, -4.394)  0.478
C (1.222, 1.636, -3.687)  0.149
C (1.749, 2.748, -4.328)  -0.758
C (1.926, 2.740, -5.705)  -0.405
C (1.580, 1.607, -6.428)  -0.915
C (1.055, 0.501, -5.776)  -0.148
H (2.614, -3.589, -4.742)  0.503
H (2.349, -1.938, -5.317)  0.328
H (1.038, -3.131, -5.391)  0.337
H (1.557, -4.408, -2.636)  0.501
H (-0.050, -3.969, -3.239)  0.298
H (0.503, -3.377, -1.671)  0.294
H (3.362, -2.734, -2.441)  0.476
H (2.359, -1.554, -1.587)  0.102
H (3.179, -1.094, -3.090)  0.345
H (-2.385, -1.650, -2.222)  0.475
H (-4.540, -2.507, -3.029)  0.417
H (-4.877, -2.959, -5.447)  0.343
H (-3.018, -2.555, -7.033)  0.386
H (-0.879, -1.706, -6.227)  0.098
H (1.084, 1.656, -2.610)  0.349
H (2.022, 3.621, -3.747)  0.433
H (2.335, 3.607, -6.212)  0.357
H (1.722, 1.583, -7.503)  0.401
H (0.812, -0.371, -6.367)  0.162

Its charge is -2. The multiplicity is 1. The orbital gap (spin up / spin down) comes out at 3.92 / 3.92 eV. The value obtained for the molar mass is 700.745 g/mol.



(3)
C40H54BCrN9O2PS3 | the ωB97M-V functional and the def2-TZVPD basis

Each line ends with the Mulliken charge.
Positions of all 111 atoms, in Å:
Cr (0.868, 0.419, -0.367)  0.484
C (-4.921, 4.545, 1.294)  -2.136
C (-4.117, 3.642, 0.361)  1.227
C (-2.815, 4.337, -0.050)  -1.090
C (-4.974, 3.337, -0.868)  -1.619
N (-3.759, 2.399, 1.065)  0.505
C (-3.792, 2.239, 2.425)  -0.157
C (-3.383, 0.982, 2.704)  -1.422
N (-3.085, 0.350, 1.527)  0.059
B (-2.628, -1.114, 1.523)  0.105
N (-1.227, -1.203, 2.229)  0.629
C (-0.911, -2.247, 3.047)  -1.250
C (0.072, -1.852, 3.891)  -0.875
N (0.365, -0.542, 3.610)  0.940
C (-0.398, -0.193, 2.544)  -0.330
S (-0.232, 1.221, 1.581)  -0.332
C (1.144, 0.316, 4.538)  1.405
C (0.781, -0.101, 5.971)  -1.767
C (2.642, 0.138, 4.282)  -1.124
C (0.781, 1.788, 4.354)  -2.081
N (-2.680, -1.741, 0.121)  0.782
C (-3.870, -2.169, -0.395)  -1.564
C (-3.627, -2.767, -1.583)  -0.258
N (-2.278, -2.711, -1.809)  0.757
C (-1.725, -2.061, -0.762)  -1.035
S (-0.040, -1.778, -0.524)  0.480
C (-1.569, -3.377, -2.915)  1.281
C (-0.708, -4.499, -2.326)  -1.408
C (-2.571, -3.989, -3.893)  -2.347
C (-0.722, -2.353, -3.672)  -1.304
C (-3.301, 1.238, 0.533)  -0.131
S (-3.006, 0.908, -1.090)  -0.396
H (-5.280, 5.398, 0.728)  0.444
H (-4.316, 4.931, 2.109)  0.489
H (-5.785, 4.020, 1.694)  0.481
H (-3.037, 5.233, -0.622)  0.541
H (-2.213, 3.672, -0.662)  -0.049
H (-2.236, 4.615, 0.830)  0.345
H (-5.347, 4.266, -1.288)  0.524
H (-5.824, 2.713, -0.600)  0.397
H (-4.401, 2.823, -1.634)  0.278
H (-4.095, 3.013, 3.093)  0.592
H (-3.298, 0.482, 3.645)  0.750
H (-3.369, -1.737, 2.211)  -0.130
H (-1.418, -3.186, 2.980)  0.760
H (0.569, -2.410, 4.657)  0.647
H (1.174, -1.079, 6.233)  0.429
H (-0.299, -0.109, 6.102)  0.390
H (1.197, 0.611, 6.676)  0.453
H (2.964, -0.884, 4.473)  0.280
H (3.198, 0.791, 4.950)  0.631
H (2.885, 0.417, 3.258)  -0.074
H (-0.296, 1.921, 4.336)  0.490
H (1.196, 2.191, 3.436)  0.305
H (1.181, 2.361, 5.184)  0.581
H (-4.793, -2.017, 0.121)  0.652
H (-4.317, -3.216, -2.262)  0.610
H (-1.321, -5.163, -1.724)  0.396
H (0.088, -4.104, -1.702)  0.076
H (-0.268, -5.078, -3.132)  0.524
H (-3.150, -4.782, -3.431)  0.532
H (-2.015, -4.419, -4.721)  0.463
H (-3.243, -3.239, -4.300)  0.504
H (-0.035, -1.841, -3.003)  -0.020
H (-1.371, -1.622, -4.149)  0.354
H (-0.144, -2.862, -4.437)  0.590
N (3.807, 0.335, 0.659)  0.506
P (2.851, -0.749, -0.230)  2.028
C (3.527, -0.767, -1.923)  0.217
C (2.762, -0.202, -2.942)  0.103
C (3.229, -0.194, -4.245)  -1.082
C (4.457, -0.765, -4.541)  -0.633
C (5.226, -1.324, -3.530)  -0.874
C (4.771, -1.317, -2.223)  -0.391
C (3.211, -2.372, 0.435)  0.448
C (3.090, -3.474, -0.410)  -0.774
C (3.142, -4.749, 0.117)  -0.679
C (3.280, -4.929, 1.484)  -0.648
C (3.388, -3.834, 2.326)  -0.670
C (3.351, -2.553, 1.808)  -0.207
C (3.428, 1.665, 0.604)  -0.098
C (4.218, 2.668, 1.167)  -1.171
C (3.805, 3.982, 1.076)  -0.572
C (2.611, 4.262, 0.418)  -1.202
C (1.857, 3.212, -0.057)  -0.310
N (2.239, 1.931, 0.028)  1.309
H (4.776, 0.135, 0.897)  0.358
H (1.788, 0.225, -2.703)  0.124
H (2.637, 0.248, -5.034)  0.475
H (4.814, -0.778, -5.561)  0.441
H (6.182, -1.768, -3.764)  0.453
H (5.378, -1.737, -1.431)  0.492
H (2.965, -3.327, -1.474)  0.390
H (3.065, -5.602, -0.542)  0.480
H (3.305, -5.926, 1.896)  0.435
H (3.493, -3.979, 3.391)  0.503
H (3.450, -1.695, 2.456)  0.224
H (5.139, 2.407, 1.664)  0.541
H (4.398, 4.774, 1.510)  0.474
H (2.260, 5.273, 0.291)  0.545
H (0.897, 3.384, -0.519)  0.187
N (-1.185, 2.688, -4.835)  -0.666
C (-1.224, 1.635, -3.838)  0.344
C (-0.559, 2.182, -2.581)  -0.209
O (-0.380, 3.484, -2.584)  -0.467
O (-0.213, 1.472, -1.647)  0.076
H (-2.027, 2.723, -5.393)  0.240
H (-0.391, 2.592, -5.459)  0.200
H (-0.723, 3.795, -3.471)  0.493
H (-0.738, 0.695, -4.120)  0.063
H (-2.257, 1.398, -3.562)  0.241

Its charge is +2. The multiplicity is 4. The orbital gap (spin up / spin down) comes out at 4.49 / 6.01 eV. The value obtained for the molar mass is 882.916 g/mol.